Formula: C20H14BNO12
Source: the OMol25 dataset
Level of theory: ωB97M-V/def2-TZVPD

Computed properties:
SMILES string: O=C1NC(=O)c2cc(B(O)O)ccc21.O=C1C=C(O)C(=O)C=C1O.O=C1C=C(O)C(=O)C=C1O
gap between HOMO and LUMO: 7.70 eV
HOMO energy: -0.3448 hartree
E_LUMO: -1.7 eV
maximum force: 0.69 eV/A

Structure (XYZ):
```
48
C20H14BNO12, DFT ωB97M-V/def2-TZVPD
O -1.3388 -1.3617 3.4247
C -1.2451 -1.0932 2.2597
N -1.2579 -2.0232 1.2100
C -1.1763 -1.4337 -0.0469
O -1.2468 -2.0065 -1.1053
C -1.0071 0.0246 0.2173
C -0.8219 1.0703 -0.6606
C -0.6963 2.3637 -0.1362
B -0.4322 3.5629 -1.1278
O -1.3767 3.9536 -2.0319
O 0.7727 4.2327 -1.0853
C -0.7724 2.5598 1.2534
C -0.9675 1.4966 2.1302
C -1.0697 0.2311 1.5912
H -1.4429 -3.0031 1.3510
H -0.7709 0.8889 -1.7273
H -0.9567 4.2584 -2.8441
H 1.4816 3.6423 -0.8113
H -0.6700 3.5540 1.6720
H -1.0340 1.6578 3.1969
C 2.6757 3.7783 5.2843
C 3.9551 3.6743 5.6727
C 4.9042 2.6676 5.0625
O 6.0475 2.6718 5.4783
C 4.4050 1.7728 4.0381
C 3.1257 1.8749 3.6529
C 2.1853 2.8959 4.2498
O 1.0502 2.9043 3.8060
O 2.5722 1.1083 2.7249
O 4.5029 4.4301 6.6089
H 1.9912 4.4962 5.7133
H 5.0864 1.0479 3.6162
H 1.6402 1.3975 2.6451
H 5.4346 4.1415 6.6808
C -3.7306 -3.7773 -5.1742
C -3.3163 -4.5178 -6.2102
C -1.9626 -5.1876 -6.2347
O -1.7007 -5.8510 -7.2239
C -1.0742 -5.0008 -5.1107
C -1.4798 -4.2542 -4.0699
C -2.8499 -3.6083 -4.0334
O -3.1249 -2.9816 -3.0298
O -0.7352 -4.0178 -3.0080
O -4.0414 -4.7380 -7.2979
H -4.7002 -3.3007 -5.1470
H -0.1010 -5.4693 -5.1474
H -1.2372 -3.4231 -2.4042
H -3.4928 -5.3093 -7.8717
```


Formula: C20H14BiN4O2
Source: the OMol25 dataset
Level of theory: ωB97M-V/def2-TZVPD

Computed properties:
gap between HOMO and LUMO: 7.02 eV
HOMO energy: -0.4144 hartree
E_LUMO: -4.3 eV
net charge: +1
maximum force: 0.61 eV/A

Structure (XYZ):
```
41
C20H14BiN4O2, DFT ωB97M-V/def2-TZVPD
Bi 0.5061 -0.8378 -1.8286
O 2.6461 -0.8450 -1.3848
C 3.3312 -0.8498 -0.2680
C 4.7297 -0.9966 -0.3320
C 5.4981 -0.9434 0.8023
C 4.9103 -0.7404 2.0646
C 3.5545 -0.6355 2.1594
C 2.7235 -0.7090 1.0091
C 1.3350 -0.7970 1.2314
N 0.3589 -0.9290 0.3621
N -0.8791 -1.1588 0.8965
C -1.7954 -1.4219 0.0058
O -1.5392 -1.4165 -1.2770
C -3.1554 -1.7522 0.4556
C -3.5692 -1.5032 1.7631
C -4.8503 -1.8472 2.1544
C -5.7221 -2.4474 1.2551
C -5.3128 -2.6950 -0.0474
C -4.0364 -2.3433 -0.4500
H 5.1721 -1.1368 -1.3093
H 6.5705 -1.0646 0.7249
H 5.5268 -0.6872 2.9506
H 3.0802 -0.5037 3.1250
H 1.0050 -0.8130 2.2682
H -2.8826 -1.0433 2.4608
H -5.1763 -1.6472 3.1666
H -6.7195 -2.7237 1.5700
H -5.9885 -3.1597 -0.7531
H -3.7073 -2.5271 -1.4632
N 0.8178 5.0307 -4.8238
C 0.6747 4.4582 -3.8391
C 0.4969 3.7227 -2.6232
C 0.2840 4.3617 -1.4030
C 0.1165 3.5869 -0.2686
C 0.1664 2.2094 -0.3804
N 0.3759 1.6031 -1.5523
C 0.5349 2.3352 -2.6549
H 0.2480 5.4414 -1.3558
H -0.0566 4.0408 0.6963
H 0.0244 1.5743 0.4811
H 0.7034 1.8111 -3.5886
```


Formula: C20H14F6N2O2
Source: the OMol25 dataset
Level of theory: ωB97M-V/def2-TZVPD

Computed properties:
gap between HOMO and LUMO: 2.97 eV
energy relative to the best compared isomer or geometry (same formula, charge and spin): 0.00 kcal/mol
HOMO energy: -0.2505 hartree
E_LUMO: -3.8 eV
maximum force: 1.77 eV/A

Structure (XYZ):
```
44
C20H14F6N2O2, DFT ωB97M-V/def2-TZVPD
C -4.2839 3.1073 0.4510
C -2.8109 3.2968 0.4363
C -1.9238 2.2404 0.4268
N -0.6035 2.3070 0.3832
C -0.0014 3.5322 0.3312
O 1.2055 3.7064 0.2105
N -0.8605 4.6304 0.4280
C -2.2455 4.6429 0.4413
O -2.8528 5.7177 0.4612
H -4.7771 4.0789 0.4543
H -4.6403 2.5432 -0.4172
H -4.6235 2.5453 1.3271
H -2.3125 1.2166 0.4519
H -0.3977 5.5284 0.4086
F 3.5106 -1.9256 -5.4682
C 2.8515 -0.7627 -5.1721
F 3.6966 0.2672 -5.5043
F 1.7776 -0.6803 -6.0184
C 2.4235 -0.6968 -3.7337
C 2.2576 0.5585 -3.1385
C 1.7843 0.6424 -1.8375
C 1.4740 -0.5276 -1.0753
C 0.7987 -0.3565 0.1617
C 0.4583 -1.3332 1.1454
C 0.1945 -2.7057 0.8559
C -0.0817 -3.6165 1.8667
C -0.2502 -3.1759 3.1776
C -0.6918 -4.1445 4.2366
F -0.4240 -3.6990 5.5038
F -2.0437 -4.3596 4.1672
F -0.0831 -5.3670 4.1083
C -0.0630 -1.8288 3.5030
C 0.3089 -0.9330 2.5078
C 1.8758 -1.7754 -1.6518
C 2.1958 -1.8618 -3.0015
H 2.4959 1.4687 -3.6849
H 1.6229 1.6181 -1.3719
H 0.5362 0.6816 0.4046
H 0.1689 -3.0280 -0.1840
H -0.1609 -4.6766 1.6251
H -0.1876 -1.4867 4.5282
H 0.4869 0.1147 2.7599
H 1.9075 -2.6668 -1.0260
H 2.2878 -2.8368 -3.4777
```